Below is 2 unconnected molecules or ions with the total composition C6H14N2O2, with properties calculated with the ωB97M-V functional and the def2-TZVPD basis.

* SMILES: CCC(N)=O.CCC(N)=O
* gap between HOMO and LUMO: 0.36562 Ha
* total charge: 0
* spin multiplicity: 1
* E_LUMO: 0.54 eV

Each line ends with the natural charge from an NBO analysis.
Cartesian coordinates (Å):
C 0.000 0.000 0.000  -0.61
C -0.118 -1.504 0.071  -0.50
C -1.222 -2.066 -0.812  0.67
N -0.740 -2.754 -1.786  -0.79
O -2.429 -1.889 -0.545  -0.65
H 0.121 0.476 0.988  0.22
H -0.797 0.528 -0.550  0.23
H 0.944 0.108 -0.560  0.21
H 0.874 -1.972 -0.081  0.20
H -0.447 -1.740 1.101  0.23
H 0.242 -2.976 -1.969  0.41
H -1.470 -3.115 -2.404  0.40
C -4.020 3.682 3.447  -0.60
C -3.277 2.416 3.093  -0.50
C -3.473 1.318 4.130  0.66
N -3.257 0.079 3.733  -0.80
O -3.497 1.631 5.360  -0.65
H -4.110 4.376 2.594  0.21
H -3.487 4.196 4.264  0.22
H -5.033 3.421 3.797  0.22
H -3.520 2.082 2.066  0.21
H -2.189 2.614 3.134  0.23
H -3.042 -0.178 2.766  0.41
H -3.124 -0.601 4.485  0.41

=====

Below is 2 unconnected molecules or ions with the total composition C6H14N2O2, with properties calculated with the ωB97M-V functional and the def2-TZVPD basis.

* SMILES: CCC(N)=O.CCC(N)=O
* gap between HOMO and LUMO: 0.38574 Ha
* total charge: 0
* spin multiplicity: 1
* E_LUMO: 0.62 eV

Each line ends with the natural charge from an NBO analysis.
Cartesian coordinates (Å):
C 0.793 -0.912 3.433  -0.59
C 0.303 -0.032 2.275  -0.51
C -1.172 -0.313 2.112  0.69
N -1.954 0.840 2.083  -0.84
O -1.754 -1.353 1.871  -0.61
H 0.538 -0.506 4.464  0.20
H 1.824 -0.985 3.514  0.21
H 0.343 -1.846 3.414  0.22
H 0.636 0.941 2.382  0.22
H 0.774 -0.415 1.425  0.23
H -2.935 0.812 2.056  0.39
H -1.612 1.797 2.138  0.39
C 1.946 -1.186 -2.198  -0.61
C 1.184 -0.001 -1.483  -0.51
C 0.422 0.787 -2.595  0.68
N -0.814 1.302 -2.174  -0.84
O 0.790 0.985 -3.743  -0.60
H 1.517 -2.064 -2.538  0.21
H 2.859 -1.435 -1.566  0.20
H 2.501 -0.718 -3.102  0.23
H 0.492 -0.436 -0.717  0.21
H 1.962 0.495 -0.976  0.24
H -1.541 1.609 -2.786  0.40
H -1.132 0.656 -1.358  0.38

=====

Below is a molecular structure, C6H14N2O2, with properties calculated with the ωB97M-V functional and the def2-TZVPD basis.

* gap between HOMO and LUMO: 0.35851 Ha
* total charge: 0
* spin multiplicity: 1
* E_LUMO: 0.82 eV

Each line ends with the natural charge from an NBO analysis.
Cartesian coordinates (Å):
C -0.012 1.992 -0.616  -0.42
C -1.102 1.348 1.481  -0.42
N -0.166 0.977 0.423  -0.47
C 1.143 0.318 0.881  0.56
O 1.238 -0.116 2.032  -0.68
H 1.987 0.813 0.363  0.11
H 0.606 2.815 -0.250  0.19
H -0.985 0.678 2.331  0.24
H 0.488 1.552 -1.477  0.22
H -0.988 2.342 -0.954  0.22
H -0.925 2.376 1.808  0.19
H -2.118 1.277 1.090  0.20
C 1.709 -1.258 -1.514  -0.43
C -1.531 -1.566 0.377  -0.72
N 0.840 -1.180 -0.344  -0.63
C -0.659 -0.791 -0.589  0.75
O -1.023 -0.550 -1.735  -0.65
H 0.974 -1.930 0.327  0.41
H 2.065 -2.279 -1.652  0.20
H 1.157 -0.938 -2.400  0.24
H 2.569 -0.601 -1.367  0.19
H -1.662 -2.576 -0.016  0.24
H -1.091 -1.614 1.373  0.23
H -2.511 -1.089 0.429  0.23

=====

Below is 2 unconnected molecules or ions with the total composition C6H14N2O2PS, with properties calculated with the ωB97M-V functional and the def2-TZVPD basis.

* gap between HOMO and LUMO: 0.33144 Ha
* total charge: +1
* spin multiplicity: 1
* E_LUMO: -4.17 eV

Each line ends with the natural charge from an NBO analysis.
Cartesian coordinates (Å):
C 1.763 0.382 -0.137  0.32
C 3.231 -1.256 -0.391  -0.24
C 4.254 0.002 -0.268  -0.51
C -3.374 1.862 -0.761  -0.65
C -0.484 -1.165 1.888  -1.04
C -3.366 0.423 -0.489  -0.05
N 1.872 -0.825 -0.415  -0.56
N -0.177 0.972 -0.129  -1.03
O -0.852 -1.293 -0.789  -0.98
O -2.417 0.034 0.529  -0.82
P -0.917 -0.341 0.398  2.35
S 3.102 1.474 -0.077  0.34
H 3.355 -2.009 -1.255  0.25
H 3.366 -1.770 0.520  0.22
H 4.938 -0.058 0.566  0.25
H 4.823 0.290 -1.245  0.26
H -3.406 2.385 0.264  0.23
H -2.580 2.116 -1.411  0.22
H -4.178 2.092 -1.370  0.24
H 0.616 -1.319 1.873  0.28
H -0.512 -0.394 2.683  0.28
H -1.223 -1.880 2.011  0.28
H -3.263 -0.218 -1.314  0.20
H -4.373 0.090 0.009  0.20
H 0.069 -1.424 -1.055  0.54
H -0.266 1.831 0.365  0.42

=====

Below is C6H14N2O3P2 in the gas phase, with properties calculated with the ωB97M-V functional and the def2-TZVPD basis.

* SMILES: C/N=C1/CC[C@](P)(NC)[P@](=O)(O)O1
* gap between HOMO and LUMO: 0.33577 Ha
* total charge: 0
* spin multiplicity: 1
* E_LUMO: 0.34 eV

Each line ends with the natural charge from an NBO analysis.
Cartesian coordinates (Å):
C 4.169 -0.652 -0.935  -0.42
N 3.249 0.199 -0.335  -0.52
C 1.971 0.022 -0.148  0.60
C 1.405 1.203 0.655  -0.46
C -0.138 1.074 1.016  -0.45
C -1.185 0.499 0.003  -0.41
P -0.866 1.099 -1.776  0.35
N -2.506 0.923 0.495  -0.65
C -3.411 -0.147 0.214  -0.38
P -1.046 -1.372 -0.020  2.30
O -1.510 -2.294 -1.045  -1.01
O -0.946 -1.970 1.428  -0.99
O 1.013 -1.010 -0.242  -0.88
H 4.074 -1.717 -0.694  0.19
H 4.209 -0.438 -2.139  0.19
H 5.298 -0.240 -0.694  0.19
H 1.880 1.316 1.680  0.23
H 1.599 2.092 0.084  0.23
H -0.327 0.394 1.945  0.21
H -0.368 2.120 1.063  0.23
H -2.193 1.480 -1.777  -0.01
H -0.803 -0.147 -2.233  -0.01
H -2.403 1.286 1.414  0.38
H -3.808 -0.190 -0.819  0.22
H -2.980 -1.148 0.324  0.14
H -4.254 -0.035 0.910  0.22
H -0.123 -2.346 1.625  0.53

=====

Below is a molecular structure, C6H14N2O4Pb, with properties calculated with the ωB97M-V functional and the def2-TZVPD basis.

* gap between HOMO and LUMO: 0.09205 Ha
* total charge: +2
* spin multiplicity: 1
* E_LUMO: -12.08 eV

Each line ends with the natural charge from an NBO analysis.
Cartesian coordinates (Å):
C 0.103 -1.470 -2.358  -0.63
C -0.656 -2.553 -1.627  0.09
O -2.040 -2.410 -1.878  -0.69
C -0.444 -2.489 -0.115  -0.25
N -0.724 -1.169 0.420  -0.59
C 0.126 -0.694 1.487  -0.24
C 0.577 0.748 1.229  -0.12
O 0.062 1.599 2.246  -0.32
N 0.824 2.808 2.367  -0.36
C 0.859 3.405 1.126  0.94
O 1.892 3.683 0.508  -0.68
O -0.309 3.620 0.469  -0.54
H -0.379 -0.515 -2.206  0.17
H 1.121 -1.388 -2.008  0.20
H 0.100 -1.674 -3.414  0.24
H -0.364 -3.520 -1.993  0.21
H -2.252 -1.483 -1.881  0.46
H 0.562 -2.792 0.126  0.20
H -1.105 -3.230 0.309  0.23
H -1.686 -1.115 0.698  0.39
H -0.376 -0.709 2.443  0.24
H 1.006 -1.303 1.572  0.23
H 1.659 0.796 1.217  0.20
H 0.156 1.024 0.268  0.15
H 0.269 3.407 2.978  0.43
H 0.005 4.069 -0.344  0.33
Pb 1.226 3.836 -1.763  1.70

=====

Below is C6H14N2OS in the gas phase, with properties calculated with the ωB97M-V functional and the def2-TZVPD basis.

* gap between HOMO and LUMO (spin up / spin down): 0.26726 / 0.30816 Ha
* total charge: 0
* spin multiplicity: 1
* E_LUMO (spin up / spin down): -1.22 / -0.18 eV

Each line ends with the natural charge from an NBO analysis.
Cartesian coordinates (Å):
C -1.100 -2.429 -2.823  -0.55
C 1.273 0.522 -1.268  -0.25
C 0.854 1.751 -0.342  -0.30
C 0.901 0.216 2.181  -0.65
C -1.687 -0.076 1.787  -0.61
C -0.415 0.827 1.653  -0.12
N 0.251 -0.049 -2.153  -0.78
N -0.331 1.451 0.369  -0.26
O 0.819 -2.245 -0.991  -0.95
S -0.438 -1.585 -1.439  1.34
H -0.633 -3.365 -3.039  0.21
H -2.079 -2.236 -3.206  0.20
H 1.962 1.046 -2.055  0.21
H 1.845 -0.328 -0.802  0.25
H 1.691 1.940 0.293  0.19
H 0.682 2.556 -0.934  0.20
H 0.799 -0.057 3.334  0.22
H 1.417 -0.591 1.595  0.23
H 1.574 1.108 2.128  0.20
H -2.646 0.463 1.501  0.21
H -1.840 -0.099 2.811  0.20
H -1.767 -1.095 1.313  0.21
H -0.722 1.597 2.418  0.22
H -0.408 0.675 -2.331  0.37

=====

Below is a gas-phase ion, C6H14N3 (charge +1), with properties calculated with the ωB97M-V functional and the def2-TZVPD basis.

* SMILES: CN/[NH+]=C(/C)N=C(C)C
* gap between HOMO and LUMO: 0.39206 Ha
* total charge: +1
* spin multiplicity: 1
* E_LUMO: -3.17 eV

Each line ends with the natural charge from an NBO analysis.
Cartesian coordinates (Å):
C -0.777 -2.282 0.048  -0.44
N -0.216 -1.055 -0.532  -0.38
N 1.189 -0.873 -0.338  -0.45
C 1.558 0.407 -0.003  0.52
C 2.952 0.713 0.283  -0.66
N 0.604 1.171 0.232  -0.50
C -0.673 0.972 0.102  0.56
C -1.338 1.362 -1.254  -0.68
C -1.572 0.867 1.277  -0.70
H -1.779 -2.445 -0.151  0.23
H -0.249 -3.163 -0.337  0.21
H -0.827 -2.313 1.094  0.22
H -0.572 -0.978 -1.522  0.39
H 1.936 -1.518 -0.316  0.42
H 2.883 0.618 1.343  0.26
H 2.998 1.774 -0.034  0.28
H 3.527 -0.098 -0.175  0.24
H -1.896 2.341 -1.079  0.27
H -1.941 0.582 -1.674  0.23
H -0.445 1.564 -1.818  0.23
H -1.070 0.229 2.074  0.23
H -2.456 0.332 1.091  0.24
H -1.835 1.790 1.687  0.27

=====

Below is a gas-phase ion, C6H14N3 (charge +1), with properties calculated with the ωB97M-V functional and the def2-TZVPD basis.

* SMILES: CN1N=C1CCCC[NH3+]
* gap between HOMO and LUMO: 0.36281 Ha
* total charge: +1
* spin multiplicity: 1
* E_LUMO: -3.18 eV

Each line ends with the natural charge from an NBO analysis.
Cartesian coordinates (Å):
C -2.127 2.505 -0.487  -0.48
N -0.851 2.296 -1.103  -0.25
N 0.206 1.670 -0.094  -0.39
C -0.337 1.024 -1.050  0.45
C -0.473 -0.356 -1.682  -0.49
C 0.601 -1.311 -1.016  -0.40
C 0.323 -1.780 0.445  -0.45
C 1.431 -1.399 1.328  -0.24
N 1.344 -0.001 1.740  -0.75
H -2.407 3.601 -0.260  0.24
H -3.040 2.141 -1.072  0.23
H -2.191 2.072 0.587  0.19
H -0.214 -0.341 -2.745  0.27
H -1.451 -0.697 -1.810  0.26
H 1.499 -0.693 -1.085  0.21
H 0.738 -2.174 -1.649  0.24
H -0.678 -1.394 0.867  0.22
H 0.260 -2.910 0.378  0.27
H 1.384 -2.022 2.253  0.23
H 2.467 -1.665 0.981  0.25
H 0.455 0.161 2.348  0.44
H 0.966 0.608 0.928  0.46
H 2.095 0.664 2.199  0.47

=====

Below is a molecular structure, C6H14N3O, with properties calculated with the ωB97M-V functional and the def2-TZVPD basis.

* gap between HOMO and LUMO: 0.31992 Ha
* total charge: +1
* spin multiplicity: 1
* E_LUMO: -5.57 eV

Each line ends with the natural charge from an NBO analysis.
Cartesian coordinates (Å):
C -0.481 0.732 0.498  0.74
C 1.973 0.071 0.102  0.32
C 2.934 -1.086 0.417  -0.65
C 1.734 0.347 -1.382  -0.67
C -3.549 -0.928 -0.411  -0.67
C -2.936 0.309 0.031  -0.22
N 0.712 0.025 1.034  -0.19
N -1.625 -0.024 0.672  -0.57
N 2.035 1.322 1.009  -0.48
O -0.314 1.861 0.114  -0.61
H 3.303 -1.119 1.516  0.25
H 3.788 -0.946 -0.276  0.25
H 2.349 -2.017 0.153  0.26
H 0.923 -0.136 -1.798  0.25
H 2.663 0.053 -1.899  0.25
H 1.640 1.451 -1.552  0.26
H -4.271 -0.899 -1.247  0.26
H -2.791 -1.473 -1.027  0.22
H -4.045 -1.607 0.355  0.24
H -2.552 0.844 -0.818  0.22
H -3.493 0.941 0.749  0.23
H -1.586 -0.968 0.909  0.41
H 2.327 1.241 1.981  0.44
H 1.260 2.006 0.871  0.46

=====

Below is a gas-phase ion, C6H14N3O (charge +1), with properties calculated with the ωB97M-V functional and the def2-TZVPD basis.

* SMILES: C/N=C(\[O-])C[N@H+](C)/C=[NH+]/C
* gap between HOMO and LUMO (spin up / spin down): 0.30486 / 0.30488 Ha
* total charge: +1
* spin multiplicity: 1
* E_LUMO (spin up / spin down): -4.02 / -4.02 eV

Each line ends with the natural charge from an NBO analysis.
Cartesian coordinates (Å):
C 1.822 -2.308 0.011  -0.44
N 1.640 -0.931 0.314  -0.54
C 2.458 0.054 0.008  0.60
O 3.610 0.019 -0.356  -0.60
C 1.721 1.419 0.258  -0.31
N 0.338 1.327 -0.280  -0.38
C -0.443 2.557 -0.002  -0.42
C -0.341 0.154 0.248  0.38
N -1.206 -0.509 -0.514  -0.54
C -2.114 -1.508 0.004  -0.42
H 1.094 -2.647 -0.733  0.18
H 2.826 -2.448 -0.401  0.24
H 1.712 -2.905 0.918  0.21
H 1.676 1.596 1.332  0.24
H 2.270 2.226 -0.224  0.26
H 0.418 1.214 -1.299  0.44
H -0.488 2.718 1.074  0.24
H 0.042 3.417 -0.462  0.25
H -1.455 2.465 -0.393  0.24
H -0.482 0.143 1.319  0.25
H -1.100 -0.506 -1.520  0.42
H -2.002 -2.442 -0.546  0.24
H -1.910 -1.692 1.055  0.23
H -3.145 -1.164 -0.106  0.23

=====

Below is a gas-phase ion, C6H14N3O2 (charge +1), with properties calculated with the ωB97M-V functional and the def2-TZVPD basis.

* gap between HOMO and LUMO: 0.22534 Ha
* total charge: +1
* spin multiplicity: 1
* E_LUMO: -7.01 eV

Each line ends with the natural charge from an NBO analysis.
Cartesian coordinates (Å):
C -0.183 -1.205 -0.553  0.04
C -0.110 0.256 0.253  0.00
C -1.224 -2.179 -0.087  -0.65
C -1.590 0.589 0.639  -0.56
C 0.757 0.180 1.440  -0.73
C 1.723 2.189 -2.038  -0.30
N 1.107 -1.817 -0.378  -0.43
N 0.246 1.072 -0.752  0.22
N 2.048 -1.821 -1.334  0.23
O 3.111 -2.352 -1.110  -0.30
O 1.481 1.563 -0.884  -0.18
H -0.443 -0.840 -1.552  0.26
H -1.081 -3.114 -0.587  0.27
H -2.186 -1.881 -0.278  0.24
H -1.168 -2.639 0.954  0.24
H -1.492 1.604 1.063  0.24
H -1.931 -0.038 1.398  0.25
H -2.085 0.777 -0.304  0.24
H 0.550 -0.572 2.306  0.27
H 0.716 1.113 2.067  0.27
H 1.921 0.155 1.366  0.27
H 1.399 1.574 -2.945  0.23
H 2.825 2.320 -2.120  0.25
H 1.089 3.098 -2.094  0.23
H 1.397 -2.021 0.594  0.40

=====

Calculated electronic energy (eV), listed in the same order as above: -13524.6898; -13524.0418; -13522.6913; -33640.7841; -34146.3865; -22843.0533; -22305.7997; -10910.6672; -10908.9726; -12957.3026; -12957.9648; -15000.0582